Record 1
2 unconnected molecules or ions with the total composition C16H18N2O3 in a non-equilibrium geometry. Source: the OMol25 dataset; level of theory: ωB97M-V/def2-TZVPD.

Energy relative to the best compared isomer or geometry (same formula, charge and spin), kJ/mol: 273.71
Gap between HOMO and LUMO, eV: 7.181
Charge: 0
Electronic energy, a.u.: -955.70952

Last column: Mulliken charge in e.
Positions of all 39 atoms, in Å:
C1 0.44 -3.80 -0.74  -0.20
C2 0.07 -2.67 0.22  0.24
O1 -1.07 -2.48 0.67  -0.71
N1 1.19 -1.97 0.48  -0.04
C3 2.24 -2.51 -0.21  0.38
O2 3.40 -2.15 -0.25  -0.65
O3 1.84 -3.65 -0.92  -0.37
H1 0.18 -4.78 -0.33  0.26
H2 -0.10 -3.69 -1.70  0.22
C4 -1.65 0.33 3.97  -0.67
C5 -0.27 0.25 4.63  -0.57
C6 0.73 -0.02 3.49  -0.65
N2 0.01 0.38 2.28  0.23
C7 0.59 0.42 1.11  -0.64
C8 -0.04 0.85 -0.07  0.26
C9 0.70 0.90 -1.23  -0.31
C10 0.21 1.33 -2.50  0.86
C11 1.12 1.48 -3.58  -0.43
C12 0.68 1.89 -4.83  -0.56
C13 -0.69 2.16 -5.04  -0.37
C14 -1.60 2.02 -3.98  -0.63
C15 -1.16 1.61 -2.72  -0.40
C16 -1.42 0.59 2.47  -0.54
H3 -2.19 -0.62 4.08  0.32
H4 -2.28 1.12 4.40  0.34
H5 -0.01 1.21 5.08  0.29
H6 -0.20 -0.52 5.39  0.34
H7 1.66 0.55 3.58  0.35
H8 1.00 -1.09 3.41  0.32
H9 1.64 0.11 1.05  0.45
H10 -1.10 1.13 -0.01  0.23
H11 1.75 0.61 -1.15  0.25
H12 2.18 1.27 -3.40  0.38
H13 1.39 2.01 -5.65  0.37
H14 -1.04 2.48 -6.02  0.36
H15 -2.66 2.23 -4.14  0.37
H16 -1.87 1.50 -1.90  0.27
H17 -1.99 -0.10 1.84  0.31
H18 -1.70 1.61 2.18  0.33

Record 2
A molecular structure, C20H43AuN2OP3S in a non-equilibrium geometry. Source: the OMol25 dataset; level of theory: ωB97M-V/def2-TZVPD.

Energy relative to the best compared isomer or geometry (same formula, charge and spin), kJ/mol: 312.21
Gap between HOMO and LUMO (alpha / beta), eV: 8.006 / 3.913
Charge: +3
Electronic energy, a.u.: -2529.45563
Spin multiplicity: 3

Last column: Mulliken charge in e.
Positions of all 71 atoms, in Å:
Au1 0.80 -0.70 0.55  1.10
P1 -1.64 -1.56 0.93  0.69
P2 1.03 0.63 2.53  0.72
P3 1.52 -2.74 -0.56  0.54
H1 -0.21 1.46 -3.22  0.01
C1 -0.85 0.87 -3.92  -0.44
C2 -1.99 0.31 -3.49  0.10
H2 -2.25 0.29 -2.44  -0.30
C3 -2.96 -0.42 1.39  -1.08
C4 -1.50 -2.78 2.29  -1.06
C5 -2.22 -2.41 -0.58  -1.00
C6 2.09 2.14 2.51  -1.54
C7 -0.52 1.31 3.22  -0.92
C8 1.65 -0.41 3.89  -1.08
C9 0.95 -2.79 -2.29  -0.85
C10 0.92 -4.29 0.16  -1.37
C11 3.32 -2.96 -0.58  -1.14
H3 -0.54 0.80 -4.94  0.33
H4 -2.67 -0.29 -4.18  0.31
H5 -3.27 0.16 0.51  0.20
H6 -2.60 0.31 2.13  0.20
H7 -3.80 -0.99 1.81  0.53
H8 -0.97 -2.32 3.14  0.16
H9 -0.92 -3.66 1.95  0.27
H10 -2.52 -3.07 2.59  0.49
H11 -2.04 -1.78 -1.46  0.04
H12 -3.30 -2.60 -0.48  0.53
H13 -1.69 -3.36 -0.72  0.32
H14 1.97 2.62 3.51  0.54
H15 1.75 2.85 1.73  0.37
H16 3.15 1.89 2.36  0.44
H17 -0.24 2.02 4.02  0.60
H18 -1.13 0.49 3.65  0.40
H19 -1.08 1.84 2.42  -0.07
H20 1.74 0.21 4.80  0.42
H21 2.63 -0.83 3.62  0.38
H22 0.93 -1.24 4.07  0.29
H23 1.59 -3.45 -2.90  0.46
H24 0.95 -1.79 -2.74  -0.06
H25 -0.07 -3.18 -2.35  0.35
H26 1.51 -5.14 -0.23  0.49
H27 -0.13 -4.48 -0.07  0.40
H28 1.05 -4.28 1.25  0.38
H29 3.60 -3.91 -1.05  0.48
H30 3.70 -2.95 0.44  0.37
H31 3.80 -2.15 -1.15  0.23
C12 2.61 0.86 -1.17  0.55
C13 3.60 1.70 -0.51  -0.31
C14 4.95 1.74 -0.91  -0.86
C15 5.36 0.92 -2.01  -0.35
C16 4.38 0.15 -2.71  -0.42
C17 3.05 0.11 -2.27  -0.09
O1 1.33 0.83 -0.79  -0.32
H32 1.74 0.69 1.05  0.00
H33 3.30 2.34 0.32  0.51
H34 5.76 2.26 -0.35  0.42
H35 6.41 0.74 -2.38  0.38
H36 4.64 -0.54 -3.58  0.38
H37 2.19 -0.43 -2.78  0.11
S1 -1.26 2.23 -0.30  0.15
C18 -2.81 2.92 -0.34  0.02
N1 -3.82 2.59 -1.27  0.06
C19 -5.08 3.32 -0.94  -0.49
C20 -4.72 4.17 0.28  -0.48
N2 -3.31 3.85 0.56  -0.08
H38 -3.69 2.01 -2.00  0.14
H39 -5.87 2.59 -0.73  0.32
H40 -5.38 3.94 -1.80  0.34
H41 -5.34 3.91 1.15  0.31
H42 -4.83 5.25 0.07  0.32
H43 -2.76 4.20 1.28  0.17

Record 3
A molecular structure, C15H19BrCl2N4O2S. Source: the OMol25 dataset; level of theory: ωB97M-V/def2-TZVPD.

Gap between HOMO and LUMO, eV: 8.013
Charge: 0
Electronic energy, a.u.: -4845.06664

Last column: Mulliken charge in e.
Positions of all 44 atoms, in Å:
C1 6.57 2.04 1.48  -1.18
C2 5.18 2.46 1.83  0.39
Cl1 4.80 2.22 3.51  -0.18
C3 4.26 2.98 1.03  -0.31
Cl2 4.62 3.26 -0.64  -0.23
C4 2.91 3.39 1.45  -0.04
C5 1.90 2.49 1.60  -0.19
C6 0.60 2.91 2.00  0.16
Br1 -0.72 1.57 2.17  -0.23
C7 0.28 4.19 2.26  -0.73
C8 1.31 5.15 2.12  0.64
N1 1.21 6.47 2.32  -0.65
S1 2.66 7.08 2.07  0.18
N2 3.48 5.78 1.62  -0.59
C9 2.62 4.76 1.71  0.97
H1 7.27 2.43 2.21  0.34
H2 6.64 0.95 1.52  0.30
H3 6.85 2.37 0.48  0.36
H4 2.10 1.44 1.41  0.52
H5 -0.71 4.50 2.57  0.48
C10 -3.81 -0.61 1.23  0.64
O1 -4.17 -1.05 2.30  -0.63
N3 -4.27 -1.01 0.04  0.11
C11 -3.79 -0.46 -1.21  -0.75
C12 -5.29 -2.05 0.00  -1.00
H6 -3.04 0.18 1.14  -0.19
H7 -4.60 0.02 -1.76  0.33
H8 -3.35 -1.25 -1.82  0.21
H9 -3.02 0.29 -1.00  0.25
H10 -6.18 -1.73 0.53  0.35
H11 -4.92 -2.96 0.47  0.29
H12 -5.53 -2.27 -1.04  0.36
C13 -1.77 -3.79 -1.84  0.17
O2 -2.94 -3.52 -1.98  -0.63
N4 -1.05 -4.54 -2.69  0.13
C14 0.35 -4.84 -2.47  -0.90
C15 -1.72 -5.07 -3.87  -0.94
H13 -1.18 -3.43 -0.97  0.27
H14 0.96 -4.46 -3.30  0.34
H15 0.51 -5.91 -2.39  0.34
H16 0.68 -4.36 -1.55  0.29
H17 -2.11 -4.26 -4.49  0.28
H18 -2.55 -5.71 -3.58  0.29
H19 -1.00 -5.65 -4.45  0.38

Record 4
2 unconnected molecules or ions with the total composition C7H13NO5S in a non-equilibrium geometry. Source: the OMol25 dataset; level of theory: ωB97M-V/def2-TZVPD.

Energy relative to the best compared isomer or geometry (same formula, charge and spin), kJ/mol: 51.03
Gap between HOMO and LUMO, eV: 8.758
SMILES: CC(=O)[C@@H]1COCCN1C.O=S(=O)=O
Charge: 0
Electronic energy, a.u.: -1103.56473

Last column: Mulliken charge in e.
Positions of all 27 atoms, in Å:
C1 0.81 2.68 1.35  -1.67
C2 -0.05 1.83 0.51  0.26
O1 -0.96 2.30 -0.14  -0.57
C3 0.23 0.39 0.43  0.46
C4 1.40 0.19 -0.54  -0.80
O2 1.03 -0.06 -1.95  -0.40
C5 -0.10 -0.99 -2.04  -0.47
C6 -1.29 -0.46 -1.30  -0.72
N1 -0.98 -0.43 0.22  0.18
C7 -1.08 -1.77 0.84  -1.04
H1 1.02 3.53 0.79  0.44
H2 1.67 2.25 1.68  0.43
H3 0.21 2.76 2.25  0.35
H4 0.70 0.13 1.42  0.36
H5 2.12 1.01 -0.56  0.41
H6 1.98 -0.64 -0.12  0.37
H7 0.11 -2.00 -1.73  0.27
H8 -0.21 -1.01 -3.09  0.39
H9 -1.37 0.56 -1.67  0.26
H10 -2.21 -0.98 -1.32  0.55
H11 -2.07 -1.94 1.09  0.30
H12 -0.71 -2.52 0.13  0.34
H13 -0.47 -1.78 1.74  0.38
O3 -3.22 2.35 0.94  -0.40
S1 -2.79 1.33 1.83  1.19
O4 -1.59 1.44 2.63  -0.43
O5 -3.61 0.22 2.18  -0.45

Record 5
8 unconnected molecules or ions with the total composition C23H37Br14IN2S in a non-equilibrium geometry. Source: the OMol25 dataset; level of theory: ωB97M-V/def2-TZVPD.

Gap between HOMO and LUMO, eV: 6.774
SMILES: CC[C@@H](I)c1ccc2nsnc2c1.BrCCBr.BrCCBr.BrCCBr.BrCCBr.BrCCBr.BrCCBr.BrCCBr
Charge: 0
Electronic energy, a.u.: -37739.81083

Last column: Mulliken charge in e.
Positions of all 78 atoms, in Å:
C1 -0.65 0.60 2.89  -0.67
C2 -1.52 -0.07 1.67  0.35
C3 -2.69 -1.11 2.15  -0.64
I1 -2.27 -2.22 3.99  0.08
C4 -4.20 -0.44 2.28  0.50
C5 -4.69 0.58 3.47  -0.24
C6 -6.23 1.20 3.56  -0.66
C7 -7.33 0.78 2.42  0.47
N1 -8.80 1.17 2.29  -0.49
S1 -9.37 0.30 0.85  0.18
N2 -8.00 -0.62 0.19  -0.31
C8 -6.91 -0.25 1.19  0.11
C9 -5.34 -0.84 1.13  -0.41
H1 0.17 1.29 2.37  -0.01
H2 -0.02 -0.18 3.53  0.26
H3 -1.28 1.35 3.57  0.24
H4 -1.99 0.85 1.06  0.22
H5 -0.80 -0.66 0.95  -0.29
H6 -2.78 -1.93 1.28  0.42
H7 -3.96 0.89 4.34  0.25
H8 -6.56 1.91 4.46  0.28
H9 -5.10 -1.57 0.23  0.20
Br1 2.70 -2.20 2.51  -0.14
C10 2.66 -1.60 0.65  0.02
C11 3.49 -0.35 0.47  -0.44
Br2 2.56 1.22 1.13  -0.11
H10 1.61 -1.47 0.38  -0.16
H11 3.08 -2.43 0.08  0.26
H12 3.66 -0.15 -0.60  0.12
H13 4.46 -0.39 0.98  0.46
Br3 -8.12 -4.12 -2.51  -0.16
C12 -8.06 -2.22 -2.93  -0.19
C13 -7.08 -1.93 -4.04  -0.55
Br4 -5.24 -1.97 -3.38  -0.09
H14 -7.84 -1.69 -1.99  0.00
H15 -9.08 -1.97 -3.24  0.40
H16 -7.22 -0.92 -4.42  0.23
H17 -7.14 -2.64 -4.86  0.42
Br5 -2.20 -0.98 -1.99  -0.10
C14 -1.17 -1.76 -3.45  -0.63
C15 -0.63 -3.12 -3.08  -0.55
Br6 0.92 -2.96 -1.91  -0.08
H18 -0.39 -1.04 -3.72  0.39
H19 -1.88 -1.84 -4.28  0.32
H20 -0.26 -3.64 -3.97  0.36
H21 -1.36 -3.75 -2.57  0.35
Br7 6.30 -2.90 -0.61  -0.14
C16 6.26 -2.30 -2.46  -0.62
C17 7.09 -1.05 -2.65  -0.52
Br8 6.16 0.53 -1.98  -0.13
H22 5.21 -2.16 -2.73  0.37
H23 6.68 -3.13 -3.04  0.37
H24 7.26 -0.85 -3.71  0.37
H25 8.06 -1.09 -2.14  0.32
Br9 8.98 0.03 0.92  -0.10
C18 9.04 1.94 0.50  -0.49
C19 10.02 2.22 -0.61  -0.53
Br10 11.86 2.18 0.05  -0.15
H26 9.26 2.46 1.43  0.32
H27 8.02 2.19 0.19  0.25
H28 9.88 3.24 -1.00  0.39
H29 9.96 1.51 -1.44  0.32
Br11 7.29 0.97 5.47  -0.11
C20 8.14 2.57 4.74  -0.28
C21 7.14 3.69 4.58  -0.57
Br12 6.01 3.41 3.01  -0.12
H30 8.62 2.28 3.80  0.02
H31 8.91 2.84 5.47  0.35
H32 7.65 4.64 4.40  0.32
H33 6.47 3.80 5.44  0.39
Br13 -5.29 3.18 -2.35  -0.13
C22 -6.66 1.82 -2.04  -0.17
C23 -7.70 1.83 -3.14  -0.50
Br14 -8.94 3.32 -2.91  -0.15
H34 -7.07 2.00 -1.05  0.32
H35 -6.12 0.87 -2.04  0.03
H36 -8.32 0.93 -3.09  0.14
H37 -7.27 1.92 -4.14  0.47

Record 6
A single FHN4 molecule in a non-equilibrium geometry. Source: the OMol25 dataset; level of theory: ωB97M-V/def2-TZVPD.

Energy relative to the best compared isomer or geometry (same formula, charge and spin), kJ/mol: 423.16
Gap between HOMO and LUMO, eV: 9.732
SMILES: [H]/N=N/N=N\F
Charge: 0
Electronic energy, a.u.: -319.27047

Last column: Mulliken charge in e.
Positions of all 6 atoms, in Å:
H1 -0.51 -1.83 1.36  0.25
N1 -0.18 -1.61 0.47  -0.57
N2 -0.36 -0.42 0.21  0.52
N3 -0.28 0.41 -0.59  0.39
N4 0.00 1.52 -1.01  -0.33
F1 1.33 1.92 -0.44  -0.26

Record 7
A molecular structure, CH12O4S2 in a non-equilibrium geometry. Source: the OMol25 dataset; level of theory: ωB97M-V/def2-TZVPD.

Energy relative to the best compared isomer or geometry (same formula, charge and spin), kJ/mol: 667.77
Gap between HOMO and LUMO, eV: 3.744
Charge: 0
Electronic energy, a.u.: -1142.38653

Last column: Mulliken charge in e.
Positions of all 19 atoms, in Å:
C1 -1.15 0.60 -1.15  -0.35
S1 -2.40 -0.74 -0.81  -0.22
S2 1.74 1.46 0.13  -0.32
H1 -0.39 0.19 -1.82  0.25
H2 -1.61 1.47 -1.59  0.39
H3 -0.65 0.95 -0.20  -0.04
H4 2.26 2.60 0.49  0.13
H5 -2.30 0.03 0.72  0.37
H6 -2.68 1.23 1.88  0.26
O1 -1.98 0.76 1.38  -0.58
H7 -0.85 -2.03 0.05  0.25
H8 0.01 -1.58 1.29  0.47
O2 -0.18 -2.34 0.69  -0.60
H9 2.67 0.04 -2.04  0.31
H10 2.15 -1.09 -3.01  0.29
O3 2.21 -0.80 -2.11  -0.59
H11 1.58 -0.74 2.35  0.30
H12 0.78 0.30 1.48  0.37
O4 0.78 -0.30 2.28  -0.69

Record 8
A single C6H9NS molecule in a non-equilibrium geometry. Source: the OMol25 dataset; level of theory: ωB97M-V/def2-TZVPD.

Energy relative to the best compared isomer or geometry (same formula, charge and spin), kJ/mol: 134.87
Gap between HOMO and LUMO, eV: 9.422
SMILES: C1C[C@H]2S[C@@H]1[C@H]1N[C@H]12
Charge: 0
Electronic energy, a.u.: -686.91145

Last column: Mulliken charge in e.
Positions of all 17 atoms, in Å:
C1 0.45 0.96 0.91  -1.06
C2 0.39 1.24 -0.64  -0.89
C3 0.50 -0.16 -1.22  -0.03
S1 1.88 -0.95 -0.17  -0.23
C4 0.62 -0.54 1.11  -0.04
C5 -0.68 -1.22 0.57  -0.31
N1 -1.76 -0.44 0.03  -0.70
C6 -0.78 -0.95 -0.89  -0.23
H1 1.31 1.53 1.28  0.34
H2 -0.41 1.27 1.45  0.37
H3 -0.56 1.74 -0.93  0.30
H4 1.22 1.86 -0.91  0.35
H5 0.72 -0.15 -2.31  0.52
H6 0.90 -0.90 2.11  0.55
H7 -0.94 -2.14 1.06  0.39
H8 -1.76 0.56 0.19  0.34
H9 -1.10 -1.71 -1.62  0.34